{"formula": "C20H60BrNO26P7", "method": "the ωB97M-V functional and the def2-TZVPD basis", "species": ["C", "O", "C", "N", "P", "O", "Br", "H", "H", "H", "H", "H", "H", "C", "O", "P", "O", "O", "C", "O", "C", "H", "H", "H", "H", "H", "H", "H", "H", "H", "C", "O", "P", "O", "O", "C", "O", "C", "H", "H", "H", "H", "H", "H", "H", "H", "H", "C", "O", "P", "O", "O", "C", "O", "C", "H", "H", "H", "H", "H", "H", "H", "H", "H", "C", "O", "P", "O", "O", "C", "O", "C", "H", "H", "H", "H", "H", "H", "H", "H", "H", "C", "O", "P", "O", "O", "C", "O", "C", "H", "H", "H", "H", "H", "H", "H", "H", "H", "C", "O", "P", "O", "O", "C", "O", "C", "H", "H", "H", "H", "H", "H", "H", "H", "H"], "coordinates": [[3.7381, 0.8087, 7.9468], [3.1922, 1.4729, 9.0568], [2.0964, 2.3747, 8.6974], [0.8425, 1.7500, 8.9431], [-0.1297, 1.3255, 7.7164], [-0.1917, -0.3908, 7.7884], [0.8235, 1.6716, 5.6255], [3.2281, 1.0043, 7.0004], [3.6977, -0.2756, 8.1457], [4.8079, 1.0423, 7.8090], [2.2501, 2.8288, 7.7089], [2.2073, 3.1960, 9.4281], [0.6728, -0.7248, 7.5090], [-2.9134, -1.2751, 5.3198], [-3.4273, -0.4875, 4.2340], [-3.6966, -1.3344, 2.8053], [-4.1317, -2.6062, 3.4783], [-2.1012, -1.3639, 2.4774], [-1.2544, -0.2463, 2.7962], [-3.9716, -1.9246, 1.2386], [-5.3400, -1.9427, 0.8181], [-2.5222, -0.5825, 6.0666], [-3.7128, -1.8513, 5.7811], [-2.1200, -1.9457, 4.9939], [-0.7437, -0.4523, 3.7359], [-1.8085, 0.6833, 2.8928], [-0.5003, -0.1275, 2.0186], [-5.7622, -0.9364, 0.8381], [-5.9283, -2.6003, 1.4607], [-5.3761, -2.3185, -0.2028], [-2.3920, -5.2271, 5.5365], [-2.5266, -5.4850, 6.9318], [-1.1039, -5.4832, 7.8048], [-0.3477, -4.4194, 7.0807], [-0.6802, -6.9873, 7.3218], [-1.6580, -7.9844, 7.0276], [-0.0891, -5.6409, 9.1273], [-0.1849, -4.5874, 10.1052], [-3.3211, -5.5342, 5.0552], [-2.2647, -4.1630, 5.3618], [-1.5586, -5.7724, 5.0928], [-1.8049, -8.0345, 5.9474], [-2.6138, -7.7860, 7.5054], [-1.2890, -8.9525, 7.3663], [-1.1967, -4.5276, 10.5059], [0.0921, -3.6292, 9.6636], [0.5021, -4.8173, 10.9162], [-0.2421, 2.2401, -1.8558], [-1.6152, 2.1697, -2.2295], [-2.6657, 3.1963, -1.4073], [-1.6882, 4.3371, -1.2755], [-2.6928, 2.2647, -0.0729], [-2.6623, 0.8349, -0.1602], [-3.9130, 4.1489, -0.7512], [-4.4684, 5.1128, -1.6451], [0.2459, 1.3466, -2.2492], [0.2309, 3.1083, -2.3089], [-0.1129, 2.2773, -0.7745], [-1.6439, 0.4901, 0.0154], [-3.0010, 0.4703, -1.1266], [-3.2986, 0.4116, 0.6136], [-4.9063, 4.6205, -2.5144], [-3.6914, 5.8061, -1.9718], [-5.2469, 5.6721, -1.1311], [5.3367, -0.0526, -6.6039], [3.9425, 0.2349, -6.6580], [3.4196, 1.4527, -5.6443], [4.5983, 2.3720, -5.6947], [3.4453, 0.5058, -4.3155], [3.1909, -0.9013, -4.3819], [2.3447, 2.4751, -4.8685], [1.7745, 3.5006, -5.6991], [5.4894, -1.0239, -7.0751], [5.9016, 0.6842, -7.1710], [5.7053, -0.0829, -5.5828], [4.1412, -1.4376, -4.3798], [2.6282, -1.1820, -5.2679], [2.6293, -1.2005, -3.4983], [1.2313, 3.0591, -6.5348], [2.5552, 4.1620, -6.0775], [1.0803, 4.0783, -5.0932], [11.5007, -2.8062, -4.0877], [10.8087, -1.8786, -3.2617], [9.5763, -1.0214, -3.9935], [9.0411, -2.0664, -4.9211], [10.5932, 0.0124, -4.7386], [11.8481, 0.3854, -4.1632], [8.3471, 0.0994, -4.1554], [7.1275, -0.2094, -3.4588], [12.4272, -3.0590, -3.5702], [10.9186, -3.7176, -4.2084], [11.7309, -2.3885, -5.0678], [12.6420, -0.2075, -4.6202], [11.8732, 0.2411, -3.0868], [12.0383, 1.4350, -4.3821], [7.3149, -0.3025, -2.3895], [6.6973, -1.1385, -3.8375], [6.4214, 0.6021, -3.6243], [-9.8107, 2.6313, -4.2959], [-9.4125, 2.5631, -5.6610], [-7.8055, 2.9386, -5.9923], [-7.2382, 2.3690, -4.7130], [-8.0979, 4.5366, -5.8310], [-9.3273, 5.1267, -6.2639], [-6.2912, 3.2905, -6.6418], [-5.5716, 2.1739, -7.1868], [-10.9017, 2.6498, -4.2870], [-9.4810, 1.7460, -3.7574], [-9.4248, 3.5230, -3.8024], [-9.9851, 5.2538, -5.4034], [-9.8368, 4.5275, -7.0137], [-9.1188, 6.1106, -6.6814], [-6.1393, 1.7076, -7.9920], [-5.3638, 1.4380, -6.4091], [-4.6307, 2.5427, -7.5880]], "forces_ev_per_a": [[0.429, -0.850, 0.254], [0.200, 0.799, -0.884], [-0.214, 0.094, 2.182], [0.081, 0.277, -2.708], [-1.497, -0.605, 2.815], [0.290, 0.701, -0.774], [0.710, -0.005, -0.940], [-0.114, 0.080, 0.141], [-0.043, 0.109, -0.218], [-0.177, 0.178, 0.076], [0.068, -0.470, -0.115], [0.157, -0.127, -0.145], [-0.003, -0.255, 0.267], [-0.215, -0.257, 0.721], [-1.448, 2.546, -1.928], [4.538, -6.868, 3.485], [-1.384, 0.347, -0.430], [-0.400, 1.061, -1.007], [0.373, -0.049, 0.295], [-1.240, 3.276, -0.229], [-0.117, -0.251, 0.023], [0.058, 0.234, -0.291], [0.010, -0.084, -0.154], [-0.023, 0.066, -0.123], [-0.022, 0.155, 0.029], [0.038, 0.002, 0.041], [-0.106, -0.207, -0.118], [-0.091, -0.047, -0.135], [0.038, 0.027, 0.054], [0.127, 0.015, 0.005], [0.018, 0.566, -0.625], [-0.819, -0.447, 3.259], [4.965, -0.099, -5.568], [-0.785, 0.152, 0.760], [-0.637, -0.125, 0.748], [0.163, -0.126, -0.167], [-3.349, -0.075, 1.015], [0.226, 0.370, 0.035], [-0.069, -0.094, 0.274], [0.133, -0.032, 0.002], [0.075, 0.014, 0.173], [-0.099, 0.009, 0.010], [-0.017, -0.014, -0.027], [0.154, 0.088, 0.067], [0.056, 0.029, 0.108], [-0.047, -0.031, -0.071], [0.016, -0.144, -0.086], [0.592, 0.292, -0.112], [-3.017, -0.898, -1.518], [5.905, 2.975, 5.823], [-0.228, -0.058, -1.282], [-1.095, -0.398, -0.847], [0.202, -0.084, 0.143], [-1.834, -2.295, -2.372], [0.101, 0.366, -0.237], [-0.271, -0.099, -0.048], [-0.064, 0.081, 0.142], [-0.127, 0.083, 0.000], [-0.028, -0.064, -0.064], [-0.001, -0.036, 0.015], [-0.038, 0.241, -0.017], [-0.160, 0.124, 0.013], [0.021, -0.016, 0.010], [0.026, -0.155, 0.182], [0.717, 0.166, -0.372], [-3.260, 0.551, -0.735], [5.971, 0.625, 4.599], [-0.822, -0.030, -0.872], [-0.778, -0.185, -0.508], [0.121, -0.086, 0.244], [-1.513, -1.685, -2.713], [0.030, 0.407, -0.018], [-0.304, -0.038, 0.061], [-0.036, 0.118, 0.154], [-0.097, 0.072, -0.028], [-0.024, -0.046, -0.079], [0.013, -0.015, -0.005], [0.002, 0.191, 0.056], [-0.099, 0.098, 0.025], [0.049, -0.068, 0.023], [0.030, -0.119, 0.104], [-0.009, -0.641, -0.218], [-1.492, 1.749, 2.375], [1.386, -1.353, -7.190], [-0.244, 0.017, 1.130], [-0.112, 0.236, 0.919], [0.143, 0.073, -0.223], [0.923, -0.403, 3.290], [-0.362, -0.086, 0.024], [-0.055, 0.206, 0.120], [-0.089, 0.097, -0.116], [-0.113, 0.055, 0.015], [0.026, -0.023, 0.075], [0.017, 0.000, 0.001], [-0.181, 0.006, -0.087], [-0.143, 0.058, 0.021], [0.117, -0.045, 0.009], [0.155, 0.100, -0.042], [-0.033, -0.386, 0.549], [0.067, -0.662, -3.472], [1.654, 2.890, 8.323], [-0.207, -0.868, -1.108], [-0.012, -0.144, -1.357], [-0.050, 0.228, 0.137], [-2.031, -1.067, -2.857], [0.246, -0.182, 0.145], [0.025, 0.059, -0.260], [0.146, 0.084, 0.009], [0.113, -0.020, -0.083], [-0.052, -0.058, -0.040], [-0.027, 0.009, 0.018], [0.200, -0.038, 0.026], [0.135, -0.013, -0.071], [-0.071, 0.038, 0.040], [-0.065, 0.142, 0.030]], "charge": -1, "largest_force_ev_per_a": 8.965, "multiplicity": 1, "e_tot_ev": -211495.651, "e_lumo_ev": -1.43, "homo_ev": -3.52}